The following is a DFT calculation (ωB97M-V with the def2-TZVPD basis set) of a cluster of 2 separate species, C15H31N6O4 in total in a non-equilibrium geometry.

XYZ file:
```
56
C15H31N6O4 (ωB97M-V with the def2-TZVPD basis set)
O -0.31 2.45 -1.71
O 0.71 -3.13 0.20
O -3.74 4.62 1.23
O 2.13 -1.45 0.76
C -0.28 3.34 -0.87
C 1.84 -2.68 0.26
C -3.76 4.04 0.15
C 6.55 -2.25 -0.22
C 5.17 -2.23 -0.24
C -2.59 -2.79 0.08
N 4.57 -1.16 -0.87
N -3.88 -2.64 -0.08
N -4.76 4.18 -0.73
N -1.83 -1.87 0.65
N -1.33 3.66 -0.10
N -2.04 -3.89 -0.35
C 0.98 4.15 -0.66
C 7.40 -3.26 0.50
C -5.92 5.05 -0.55
C 2.97 -3.54 -0.30
C 4.33 -3.32 0.41
C -2.25 -0.58 1.22
C -2.08 0.56 0.22
C -2.77 1.83 0.75
C -2.66 3.04 -0.19
H 1.31 -1.06 1.10
H 7.07 -1.45 -0.73
H 3.65 -0.89 -0.52
H 5.19 -0.41 -1.17
H -4.31 -1.80 0.25
H -4.42 -3.36 -0.51
H -4.68 3.67 -1.60
H -0.85 -2.11 0.69
H -1.22 4.41 0.56
H -2.57 -4.61 -0.78
H -1.03 -3.98 -0.25
H 1.30 4.07 0.38
H 0.78 5.20 -0.90
H 1.76 3.77 -1.31
H 8.23 -2.75 1.00
H 7.82 -3.98 -0.22
H 6.84 -3.81 1.26
H -5.73 6.02 -1.02
H -6.80 4.60 -1.01
H -6.12 5.21 0.51
H 2.69 -4.59 -0.16
H 3.08 -3.37 -1.37
H 4.17 -3.08 1.46
H 4.88 -4.26 0.36
H -3.29 -0.63 1.55
H -1.64 -0.36 2.10
H -2.54 0.29 -0.74
H -1.02 0.74 0.07
H -2.35 2.09 1.73
H -3.83 1.60 0.90
H -2.83 2.70 -1.22
```

Summary:
net charge: +1
ΔE to the lowest compared entry with this formula, charge and spin: 0.0 kJ/mol

Atom charges from the natural (NBO) analysis, given in e for atoms 1 to 4: -0.65 -0.69 -0.63 -0.66

The following is a DFT calculation (ωB97M-V with the def2-TZVPD basis set) of a structure of composition C15H31NO2Sb in a non-equilibrium geometry.

XYZ file:
```
50
C15H31NO2Sb (ωB97M-V with the def2-TZVPD basis set)
C 4.71 0.97 0.78
C 3.39 0.49 0.89
Sb 1.20 -0.05 1.13
C 1.67 -2.18 0.89
C 2.22 -2.73 -0.52
C 3.78 -2.31 -0.91
C 3.89 -1.23 -2.15
C 0.74 0.29 -0.99
C -0.79 0.49 -1.46
C -2.00 -0.22 -0.64
C -2.57 0.95 0.41
N -3.92 0.65 1.00
C -3.90 -0.37 2.11
C -5.01 0.43 -0.01
C -5.59 -1.04 -0.45
O -5.51 1.52 -0.62
O 0.69 1.80 1.76
C 0.64 2.87 0.83
C 2.09 3.51 0.31
H 5.72 1.60 0.74
H -0.45 -0.56 1.56
H 1.58 -0.34 2.85
H 0.70 -2.83 1.15
H 2.46 -2.52 1.72
H 1.48 -2.61 -1.45
H 2.29 -3.92 -0.40
H 4.36 -3.28 -1.29
H 4.41 -1.96 0.05
H 2.95 -1.37 -2.84
H 4.03 -0.11 -1.81
H 4.83 -1.54 -2.78
H 1.31 1.29 -1.30
H 1.22 -0.49 -1.76
H -1.10 1.63 -1.60
H -0.87 0.06 -2.57
H -2.82 -0.54 -1.44
H -1.72 -1.22 -0.08
H -2.65 2.02 -0.11
H -1.82 1.12 1.33
H -3.19 0.06 2.97
H -4.99 -0.35 2.60
H -3.57 -1.45 1.79
H -5.03 -1.93 0.08
H -5.48 -1.15 -1.61
H -6.72 -1.08 -0.13
H -0.02 2.80 -0.13
H 0.16 3.81 1.42
H 1.83 4.58 -0.11
H 2.63 2.82 -0.47
H 2.75 3.63 1.29
```

Summary:
net charge: -1

Atom charges from the natural (NBO) analysis, given in e for atoms 1 to 4: -0.45 -0.43 1.71 -0.82

It is found that the HOMO level values, taken in the order of the records, are -9.41, -4.68 eV.
It is found that the frontier orbital gap values, taken in the order of the records, are 6.88, 7.52 eV.
It is found that the DFT total energy values, taken in the order of the records, are -1219.52676, -1035.16143 hartree.